{"formula": "C4H5PS", "method": "the ωB97M-V functional and the def2-TZVPD basis", "species": ["C", "C", "C", "C", "P", "S", "H", "H", "H", "H", "H"], "positions_angstrom": [[-1.864, 0.916, 1.691], [0.508, -0.318, 0.899], [-0.612, 1.191, 1.026], [0.885, -0.703, -0.435], [-0.659, 1.315, 2.867], [0.862, -0.810, 2.385], [-2.797, 0.303, 1.634], [-0.388, 1.834, 0.340], [1.634, -1.451, -0.305], [1.518, 0.124, -0.999], [-0.046, -0.736, -0.943]], "atomic_forces_ev_per_a": [[0.6461, -1.2260, -0.9227], [-2.1979, 3.2242, -0.9627], [-1.7720, -5.2235, 4.5544], [1.5898, 3.2988, -0.5165], [1.3759, -1.1297, 0.0241], [-0.0351, 0.2166, 3.2786], [0.9109, 0.9609, -0.3202], [1.1894, 3.7801, -4.1560], [-0.1628, -1.5450, -0.5910], [-1.1255, -1.0482, 1.0073], [-0.4189, -1.3081, -1.3954]], "mulliken_spin": [0.5722, 0.8770, -0.1080, -0.0591, 0.2082, 0.3337, 0.0142, 0.0251, 0.0277, 0.0669, 0.0420], "e_above_lowest_kj_mol": 164.38, "gap_ev": [5.81, 6.25], "e_homo_ev": [-5.993, -8.694], "spin_multiplicity": 3, "lumo_energy_ha": [-0.0067, -0.0899]}


{"formula": "C4H66N2O32S", "method": "the ωB97M-V functional and the def2-TZVPD basis", "species": ["N", "C", "C", "O", "O", "C", "N", "C", "S", "H", "H", "H", "H", "H", "H", "O", "H", "H", "O", "H", "H", "O", "H", "H", "O", "H", "H", "O", "H", "H", "O", "H", "H", "O", "H", "H", "O", "H", "H", "O", "H", "H", "O", "H", "H", "O", "H", "H", "O", "H", "H", "O", "H", "H", "O", "H", "H", "O", "H", "H", "O", "H", "H", "O", "H", "H", "O", "H", "H", "O", "H", "H", "O", "H", "H", "O", "H", "H", "O", "H", "H", "O", "H", "H", "O", "H", "H", "O", "H", "H", "O", "H", "H", "O", "H", "H", "O", "H", "H", "O", "H", "H", "O", "H", "H"], "positions_angstrom": [[3.424, 2.151, 0.481], [3.936, 3.515, 0.474], [2.821, 4.496, 0.230], [2.844, 5.347, -0.621], [1.731, 4.352, 1.045], [0.529, 4.127, 0.343], [-0.049, 2.846, 0.782], [-0.585, 2.128, -0.034], [-1.303, 1.103, -0.960], [4.024, 1.550, -0.065], [3.370, 1.790, 1.425], [4.478, 3.766, 1.398], [4.616, 3.641, -0.371], [-0.220, 4.899, 0.526], [0.724, 4.078, -0.731], [5.816, 3.645, -2.612], [5.793, 2.838, -3.144], [4.935, 4.022, -2.724], [-3.838, -1.507, -0.932], [-3.977, -2.109, -0.188], [-3.118, -0.943, -0.623], [2.749, 4.129, 4.168], [2.202, 3.413, 3.827], [2.913, 4.680, 3.396], [-6.484, -0.199, -0.013], [-5.677, -0.710, -0.181], [-6.548, 0.384, -0.777], [-7.817, -1.702, -2.121], [-7.639, -1.308, -1.251], [-8.773, -1.672, -2.216], [-5.939, -3.275, -0.397], [-6.446, -4.054, -0.133], [-5.907, -3.354, -1.357], [-4.794, -5.253, 1.407], [-4.652, -4.715, 0.617], [-4.910, -4.602, 2.110], [0.232, 0.160, -4.068], [0.295, 0.460, -3.155], [-0.709, 0.166, -4.268], [-1.745, -2.096, 0.717], [-1.440, -2.298, 1.611], [-1.415, -2.822, 0.178], [5.042, 2.339, 3.574], [4.596, 2.855, 4.257], [5.317, 1.519, 4.005], [-7.002, -3.754, 3.038], [-7.032, -4.717, 3.010], [-7.924, -3.483, 3.053], [-0.336, -0.685, 2.767], [-0.207, -0.191, 1.950], [-0.510, -0.014, 3.446], [1.149, -1.311, 0.284], [1.403, -1.619, 1.160], [1.432, -2.018, -0.305], [6.826, 6.710, -2.173], [6.880, 5.778, -2.423], [5.880, 6.881, -2.125], [6.873, 0.950, -3.204], [7.007, 1.177, -2.272], [7.748, 0.979, -3.601], [3.847, 1.287, -3.674], [3.595, 0.554, -4.243], [4.769, 1.127, -3.440], [-7.367, -5.345, -1.441], [-7.342, -6.310, -1.365], [-8.298, -5.104, -1.462], [-6.320, -7.572, 0.035], [-5.968, -6.854, 0.583], [-5.605, -7.789, -0.579], [-5.593, -8.982, -2.191], [-6.050, -9.751, -1.837], [-5.551, -9.139, -3.140], [-0.611, 1.593, 3.811], [-0.388, 1.975, 2.951], [0.169, 1.731, 4.364], [7.502, 2.132, -0.599], [8.093, 2.499, 0.065], [7.174, 2.901, -1.090], [9.834, 6.844, -3.190], [9.910, 5.924, -3.456], [8.884, 7.004, -3.130], [1.606, 1.597, 5.977], [1.456, 2.341, 6.571], [1.918, 0.887, 6.545], [-3.131, -9.841, -3.804], [-2.764, -9.677, -2.930], [-2.716, -9.188, -4.376], [-3.450, -3.942, 3.866], [-3.920, -3.127, 4.076], [-3.081, -4.235, 4.704], [-3.954, -2.600, -3.694], [-3.804, -2.234, -2.810], [-4.909, -2.565, -3.808], [5.140, -0.215, 5.040], [5.252, -1.061, 4.594], [4.203, -0.169, 5.251], [0.826, -4.120, -0.603], [0.304, -4.910, -0.427], [0.914, -4.106, -1.563], [-0.514, 7.341, 0.749], [0.345, 7.019, 0.455], [-0.485, 8.266, 0.481], [1.623, 7.899, -1.563], [1.814, 6.963, -1.408], [2.492, 8.304, -1.638]], "atomic_forces_ev_per_a": [[-0.1895, 0.2274, 0.0689], [0.3537, -0.2502, 0.0389], [-0.0008, 0.2468, 0.0195], [-0.0686, -0.0970, -0.1396], [0.2680, -0.3214, -0.0542], [-0.7102, -0.1468, -0.1789], [0.2129, 0.3694, -0.5456], [-0.1327, -0.4833, 0.5368], [0.0247, 0.0754, -0.1121], [-0.0597, -0.0426, 0.0520], [0.0886, -0.0494, -0.0496], [-0.0832, 0.0762, -0.1045], [0.0438, 0.0653, 0.2332], [0.2497, 0.0699, 0.2741], [0.0753, 0.1144, 0.1177], [-0.0548, 0.1217, 0.0446], [0.2165, 0.0477, -0.1187], [-0.0216, -0.0179, 0.0547], [-0.2508, 0.3453, -0.0657], [0.0335, -0.1628, -0.1309], [0.0546, -0.1836, 0.0684], [0.0397, -0.0431, 0.0647], [0.0278, -0.0142, 0.0061], [-0.0818, 0.0589, 0.0192], [-0.1311, 0.0351, -0.1722], [-0.0358, -0.0564, -0.0556], [0.1283, 0.1220, 0.0829], [-0.1804, 0.0667, -0.0500], [0.2032, -0.1663, 0.0881], [0.0064, 0.0094, -0.0683], [0.5560, 0.0526, 0.2695], [-0.1513, 0.0463, -0.1683], [-0.1846, 0.0304, -0.0091], [-0.0578, -0.2173, -0.1619], [-0.1182, 0.0956, 0.0391], [0.1745, -0.0465, 0.0733], [0.0723, -0.0092, -0.0006], [0.0101, -0.0071, -0.0020], [-0.0082, -0.0326, -0.0002], [-0.2884, -0.3870, 0.0543], [0.0863, 0.3620, 0.0701], [0.1437, 0.1189, -0.0647], [0.0030, 0.0252, -0.0740], [-0.0979, 0.0390, -0.1202], [-0.0333, -0.0310, 0.0261], [0.0252, -0.1199, 0.0723], [0.0009, 0.0009, -0.0284], [0.0241, 0.0853, -0.0360], [0.2589, -0.9945, -0.1639], [-0.0885, -0.1795, -0.0753], [-0.0637, 0.0553, -0.2751], [0.3976, 0.2451, -0.0031], [-0.1471, -0.0044, 0.0454], [-0.1664, -0.0489, 0.0921], [0.0810, -0.1707, -0.0931], [-0.0939, -0.0683, 0.0387], [0.0145, 0.0863, -0.0047], [-0.3475, 0.1655, 0.0843], [0.3088, -0.2118, 0.1073], [-0.0095, 0.0001, -0.0225], [0.0610, 0.2349, 0.1606], [-0.0297, 0.0251, 0.0055], [0.0231, -0.3704, -0.1730], [-0.2240, -0.1224, -0.1550], [0.1451, 0.0269, 0.3006], [0.0068, 0.0142, -0.0798], [0.1063, 0.2038, 0.1177], [0.0369, -0.0405, 0.0418], [-0.1671, -0.0720, -0.0440], [-0.0887, -0.1436, -0.0994], [-0.0319, 0.0503, 0.0685], [0.2676, 0.0105, 0.0091], [0.0509, 0.8262, 0.3749], [-0.0666, 0.1409, -0.0174], [0.0376, 0.0013, 0.2053], [-0.1248, 0.2494, -0.2655], [0.0312, -0.1256, 0.0456], [-0.1276, 0.0249, 0.1207], [-0.0764, -0.0461, -0.0395], [0.0309, 0.0105, -0.0275], [-0.0120, 0.0740, 0.1155], [-0.0060, 0.0778, -0.0941], [0.0490, 0.0411, -0.0448], [-0.1087, -0.0367, 0.0138], [0.0027, -0.0089, -0.1282], [-0.0954, 0.0348, 0.0340], [0.0241, -0.0117, 0.0054], [-0.0735, 0.1084, -0.0063], [0.0039, 0.0037, -0.0148], [-0.0110, -0.0352, -0.0070], [0.0025, -0.0363, 0.0246], [-0.0559, 0.0368, 0.1112], [0.0047, 0.0462, -0.0274], [-0.0049, -0.0188, 0.0364], [0.0280, 0.0114, -0.0130], [-0.0171, 0.0104, -0.0585], [-0.0639, -0.1052, -0.2057], [0.0439, -0.0094, 0.0869], [-0.0200, -0.0012, 0.0041], [0.1378, -0.0619, 0.0231], [0.0429, 0.1197, -0.0115], [-0.1007, -0.0105, -0.0450], [-0.0486, -0.1034, 0.0704], [0.1145, 0.0360, -0.0263], [-0.0229, 0.0443, 0.0144]], "lowdin_charge": [0.0579, -0.1642, -0.4388, 0.1140, 0.0033, -0.1685, 0.0770, -0.7362, 0.8692, 0.0749, 0.0662, 0.1193, 0.1000, 0.1232, 0.1398, -0.0507, 0.0128, 0.0581, -0.0806, 0.0313, -0.0145, -0.0456, 0.0253, 0.0334, -0.0638, 0.0037, 0.0455, -0.0692, -0.0015, 0.0328, -0.0699, 0.0165, 0.0345, -0.0587, 0.0248, 0.0041, -0.0758, -0.0259, 0.0308, -0.0676, 0.0327, 0.0342, -0.0714, 0.0137, -0.0034, -0.0493, 0.0363, 0.0404, -0.0799, 0.0015, -0.0134, -0.0734, 0.0302, 0.0087, -0.0491, 0.0130, 0.0360, -0.0469, 0.0111, 0.0631, -0.0571, 0.0428, -0.0167, -0.0529, 0.0284, 0.0517, -0.0794, 0.0093, 0.0100, -0.0531, 0.0548, 0.0403, -0.0410, 0.0282, 0.0216, -0.0528, 0.0570, 0.0138, -0.0603, 0.0260, 0.0021, -0.0371, 0.0591, 0.0465, -0.0581, 0.0365, 0.0383, -0.0468, 0.0444, 0.0386, -0.0722, -0.0137, 0.0268, -0.0424, 0.0559, 0.0400, -0.0458, 0.0491, 0.0534, -0.0595, -0.0011, 0.0404, -0.0572, -0.0047, 0.0363], "e_above_lowest_kj_mol": 0.00, "gap_ev": 9.57, "e_homo_ev": -9.806, "lumo_energy_ha": -0.0085}


{"formula": "C4H6AlFO4", "method": "the ωB97M-V functional and the def2-TZVPD basis", "species": ["C", "O", "H", "H", "H", "C", "O", "C", "C", "O", "O", "F", "H", "H", "H", "Al"], "positions_angstrom": [[0.214, -0.881, -2.592], [1.044, -0.779, -1.479], [0.062, 0.093, -3.102], [0.653, -1.582, -3.332], [-0.793, -1.263, -2.327], [-0.573, 0.829, 2.259], [0.585, 0.241, 2.139], [0.521, -0.330, 0.239], [-0.397, 0.854, -0.027], [-1.219, 1.048, 1.159], [-1.113, 0.801, 3.383], [-0.179, -1.494, 0.444], [1.598, -0.242, 0.400], [0.184, 1.763, -0.200], [-1.106, 0.666, -0.837], [0.518, 0.276, 3.873]], "atomic_forces_ev_per_a": [[-0.1520, -1.3668, -0.1145], [-0.6485, 0.4682, -0.6014], [0.2335, 0.1451, 0.2772], [0.1387, 0.5375, 0.3942], [0.1909, 0.3934, 0.2026], [-3.0680, -1.5060, -3.5682], [0.8739, 1.0301, 0.3192], [-0.7800, -2.3830, -3.1073], [0.1314, 0.0706, 0.3605], [0.4057, 0.7682, 0.4797], [-0.3472, 1.2838, 0.7220], [1.8084, 2.3379, 0.2400], [-0.5695, -0.5478, 0.1681], [-0.0661, -0.1057, -0.1041], [0.1762, -0.0637, 0.1916], [1.6725, -1.0619, 4.1404]], "lowdin_charge": [-0.0289, 0.0701, 0.1617, 0.1387, 0.1364, -0.5718, 0.0029, -0.0593, 0.0235, 0.1952, 0.1956, 0.1450, 0.1831, 0.1789, 0.1634, 1.0655], "e_above_lowest_kj_mol": 7.00, "gap_ev": [7.00, 9.28], "e_homo_ev": [-18.423, -20.456], "lumo_energy_ha": [-0.4199, -0.4106], "total_charge": 2}


{"formula": "C4H6AlO4", "method": "the ωB97M-V functional and the def2-TZVPD basis", "species": ["Al", "C", "C", "O", "O", "H", "H", "H", "C", "C", "O", "O", "H", "H", "H"], "positions_angstrom": [[15.637, -14.862, 17.466], [14.479, -17.846, 13.748], [14.962, -16.770, 14.621], [16.184, -16.527, 14.807], [14.199, -15.959, 15.205], [13.488, -17.666, 13.326], [14.360, -18.738, 14.373], [15.130, -18.126, 12.920], [20.432, -15.432, 17.467], [19.351, -16.431, 17.164], [19.634, -17.622, 16.959], [18.153, -16.070, 17.192], [20.382, -14.668, 16.683], [21.469, -15.770, 17.399], [20.292, -14.980, 18.449]], "atomic_forces_ev_per_a": [[0.2655, -0.4200, -0.6074], [-0.5930, -1.0612, -0.1377], [0.0582, 0.1269, -1.1380], [-0.0014, 0.2230, 0.6918], [0.5428, 0.2204, 0.8654], [0.0255, 0.4026, 0.2111], [0.0919, 0.0015, 0.0147], [0.3527, 0.3206, 0.2230], [0.1817, 0.3130, -0.6958], [2.9421, 0.8747, 0.9893], [-1.3245, 0.2132, -0.2386], [-1.8289, -0.7681, -0.4366], [-0.2502, 0.1722, 0.1774], [-0.2401, -0.5926, 0.0985], [-0.2223, -0.0262, -0.0169]], "lowdin_charge": [1.1211, 0.0416, -0.6497, 0.1396, 0.0480, 0.1110, 0.1140, 0.1098, 0.0409, -0.6349, 0.2643, -0.0187, 0.1054, 0.1054, 0.1022], "e_above_lowest_kj_mol": 843.23, "gap_ev": 3.33, "e_homo_ev": -13.428, "lumo_energy_ha": -0.3711, "total_charge": 1}